This record from the OMol25 dataset describes 7 unconnected molecules or ions with the total composition C5H25NO8 at a distorted geometry. The level of theory is the ωB97M-V functional and the def2-TZVPD basis.

Summary:
relative energy (zero: lowest compared OMol25 entry of this formula, charge and spin): 40.0 kcal per mole
gap between HOMO and LUMO (alpha / beta): 0.3983 / 0.2194 Ha
⟨S²⟩: 0.75
spin multiplicity: 2
charge: +1
E_LUMO (alpha / beta): -2.824 / -7.690 eV

The geometry in XYZ format:
```
39
Properties=species:S:1:pos:R:3:forces:R:3:nbo_charge:R:1
C -1.119 2.396 -2.053 0.93 2.10 -0.39 -0.4892
N -0.019 2.035 -1.148 -3.46 -2.23 0.91 -0.1242
C 0.195 0.541 -0.851 0.75 2.28 -0.93 -0.1268
C 1.461 0.629 0.019 -0.41 -2.11 1.27 0.0851
C 1.118 1.003 1.515 1.65 0.32 -1.05 -0.6597
O 2.210 -0.572 0.117 0.44 -1.44 0.81 -0.7777
C -1.093 -0.105 -0.277 -0.76 -1.29 0.15 -0.0822
O -0.882 -1.516 -0.099 1.23 1.33 0.06 -0.7355
H -0.610 2.661 -2.992 -0.46 -0.78 -0.41 0.2652
H -1.629 3.354 -1.826 0.76 -0.47 0.63 0.2654
H -1.925 1.676 -2.086 0.43 -0.70 -0.43 0.2549
H -0.053 2.556 -0.269 0.61 0.42 -0.13 0.4382
H 0.353 0.050 -1.813 0.29 0.06 -0.16 0.2396
H 2.236 1.271 -0.398 -0.88 0.81 0.04 0.2009
H 0.247 0.624 2.032 -0.29 -0.46 -0.50 0.2364
H 1.104 2.085 1.615 0.14 0.21 0.21 0.2114
H 2.015 0.598 2.005 -0.37 0.52 0.31 0.2599
H 2.201 -1.367 -0.449 -0.77 1.02 -0.39 0.5226
H -1.410 0.338 0.665 0.17 -0.10 -0.13 0.2352
H -1.931 -0.089 -0.999 0.44 0.76 0.11 0.1893
H -0.105 -1.742 -0.669 -0.92 -0.73 -0.02 0.5071
H 1.879 2.568 -2.114 0.40 -0.18 -0.28 0.4521
H 3.286 2.741 -1.458 -0.44 0.24 -0.34 0.4861
O 2.500 3.219 -1.779 0.22 0.10 0.35 -0.9004
H -1.171 -4.195 0.462 -0.16 0.07 0.07 0.4918
H 0.276 -4.569 0.813 -0.25 0.06 -0.11 0.4988
O -0.345 -4.488 0.072 0.47 -0.26 0.08 -0.9691
H 0.386 -3.696 -1.443 -0.04 0.62 0.48 0.5289
H 0.593 -2.953 -2.745 0.12 0.28 -0.43 0.4914
O 0.636 -2.810 -1.799 0.30 -0.70 -0.12 -0.9959
H -1.122 -1.025 2.751 -0.03 -0.05 0.38 0.4711
H -2.044 -1.616 3.781 0.03 0.66 -0.14 0.4799
O -1.847 -0.766 3.343 0.04 -0.63 -0.17 -0.9563
H 1.366 -1.914 2.180 0.10 -0.11 0.23 0.4795
H 0.096 -2.053 1.385 -0.03 -0.31 0.33 0.4789
O 0.502 -2.342 2.229 -0.07 0.35 -0.58 -0.9732
H -2.976 2.036 0.403 0.14 -0.04 0.02 0.4949
H -2.280 3.035 1.292 0.13 0.05 0.11 0.5043
O -2.100 2.402 0.586 -0.46 0.37 0.19 -0.9786
```
Forces are in eV/Å.